# 1
The following is a quantum chemistry calculation of a cluster of 13 separate species, C37H84F21N6O27S7 in total at a distorted geometry, from OMol25.

Values from the calculation:
- orbital gap (eV) = 2.81
- highest occupied orbital energy (eV) = -3.78

Geometry as ORCA input:
```
! RIJCOSX wB97M-V def2-TZVPD def2/J DEFGRID3
* xyz -1 1
C 3.11068 -1.76804 -1.25154
N 2.66770 -1.47973 0.18866
C 2.99535 -2.69482 1.02555
C 3.39262 -0.26211 0.80075
C 1.08838 -1.27485 0.24885
C 0.51571 -0.15837 -0.65536
O 0.69881 1.10082 -0.15824
H 3.16698 -0.79759 -1.74463
H 2.51471 -2.50380 -1.79151
H 4.15861 -2.04851 -1.14526
H 2.74364 -3.61221 0.49343
H 2.59657 -2.52467 2.02561
H 4.05843 -2.63432 1.25861
H 3.07887 0.72902 0.47315
H 4.40976 -0.35762 0.42074
H 3.28240 -0.28349 1.88495
H 0.81629 -1.10257 1.29020
H 0.76032 -2.28866 0.01940
H -0.56447 -0.30062 -0.68810
H 0.83539 -0.29159 -1.68887
H 0.24884 1.81563 -0.61452
C -8.90446 -2.18484 -3.78429
N -7.84981 -1.38800 -4.49635
C -7.57544 -1.89983 -5.92112
C -8.25891 0.06579 -4.60567
C -6.57662 -1.34729 -3.64157
C -5.98791 -2.63951 -3.17587
O -6.73956 -3.30357 -2.23643
H -8.94951 -2.04495 -2.70424
H -8.76301 -3.22505 -4.07763
H -9.90375 -1.94871 -4.15003
H -7.36066 -2.96521 -5.83769
H -6.68414 -1.39369 -6.29193
H -8.32490 -1.78687 -6.70448
H -8.45322 0.54151 -3.64440
H -9.13099 0.02338 -5.25818
H -7.45393 0.60772 -5.10206
H -6.78043 -0.74947 -2.75322
H -5.83195 -0.87640 -4.28329
H -5.01214 -2.50344 -2.70954
H -5.90112 -3.39319 -3.95852
H -6.15695 -3.62079 -1.54250
C -6.58132 1.16806 4.04070
N -6.53497 0.69096 2.54987
C -7.55324 1.50758 1.79633
C -5.12338 0.97644 1.98398
C -6.79363 -0.87058 2.50085
C -8.23803 -1.22326 2.42677
O -8.95785 -1.07846 3.61797
H -6.16126 2.17373 4.02393
H -6.03558 0.42570 4.62309
H -7.61649 1.10184 4.37556
H -7.63133 1.18354 0.75854
H -7.24338 2.55248 1.77949
H -8.51672 1.53776 2.30513
H -4.47514 0.41489 2.65669
H -4.88404 2.03945 1.95538
H -5.10448 0.59542 0.96292
H -6.31598 -1.40055 3.32491
H -6.27417 -1.22539 1.61069
H -8.24452 -2.25459 2.07404
H -8.63331 -0.76397 1.52074
H -9.82410 -1.43385 3.40606
C 1.86933 -7.75213 7.56732
N 2.01999 -6.47876 6.76209
C 3.52925 -6.18743 6.86003
C 1.65003 -6.75583 5.27224
C 1.21157 -5.32429 7.43417
C 1.09357 -3.99050 6.62553
O 2.39107 -3.33060 6.49534
H 2.56349 -8.49331 7.17123
H 0.86751 -8.17519 7.49331
H 2.08371 -7.47808 8.60029
H 3.66215 -5.33251 6.19705
H 4.05686 -7.02966 6.41239
H 3.83653 -6.11566 7.90335
H 2.23355 -7.64283 5.02559
H 2.07927 -5.95404 4.67142
H 0.57206 -6.90023 5.19984
H 1.59963 -5.14870 8.43750
H 0.27455 -5.87174 7.53610
H 0.34633 -3.35629 7.10251
H 0.73706 -4.16575 5.61050
H 2.25840 -2.38521 6.39416
C 0.11305 4.85636 -7.57934
N 1.32527 4.14959 -6.91333
C 2.33921 5.26957 -6.53532
C 0.88918 3.48875 -5.56094
C 2.05717 3.20887 -7.93616
C 1.41090 1.82215 -8.25248
O 1.87807 1.03404 -7.13008
H -0.23027 5.63644 -6.89984
H -0.59297 4.06508 -7.83138
H 0.47832 5.29076 -8.50992
H 1.66454 5.92115 -5.98002
H 2.67302 5.71187 -7.47396
H 3.15255 4.82154 -5.96450
H 0.09461 2.77928 -5.79201
H 0.55815 4.26924 -4.87585
H 1.72655 2.91485 -5.16400
H 3.10122 3.02830 -7.68030
H 2.16501 3.78470 -8.85535
H 1.84192 1.33601 -9.12768
H 0.33744 1.90717 -8.42152
H 1.50606 0.15053 -7.18128
C 0.72139 6.20660 2.05635
N 0.52039 7.70430 2.17431
C -0.65715 7.95758 1.20371
C 0.20023 7.99403 3.68097
C 1.86835 8.43502 1.72264
C 2.01848 9.94632 2.14360
O 0.81110 10.67332 2.12492
H -0.11681 5.55423 2.30118
H 1.57352 5.99764 2.70311
H 0.98945 5.93528 1.03526
H -0.75297 9.04158 1.26570
H -1.56705 7.49533 1.58648
H -0.38358 7.73669 0.17198
H -0.16351 9.01533 3.79380
H 1.09236 7.94138 4.30502
H -0.59717 7.30845 3.96772
H 1.90222 8.47172 0.63379
H 2.70293 7.83236 2.08093
H 2.82263 10.47187 1.62859
H 2.38757 10.07520 3.16108
H 1.13890 11.53583 1.85992
C -4.28097 5.36169 -4.15770
F -3.48311 6.47032 -4.15918
F -5.63415 5.66579 -4.44869
F -3.75635 4.47301 -5.05493
S -4.31145 4.56932 -2.36412
O -4.81719 5.57427 -1.46346
O -5.19892 3.39803 -2.53091
O -2.88794 4.24555 -2.02784
C -1.35885 -5.76975 -5.61011
F -2.32917 -5.97063 -4.72735
F -0.28323 -6.24306 -4.93892
F -1.65195 -6.30124 -6.84467
S -1.23244 -3.82945 -5.63583
O -2.47075 -3.24207 -6.19896
O -0.97096 -3.40573 -4.24799
O -0.04697 -3.54106 -6.43681
C 7.15335 -0.76852 5.52273
F 7.23717 0.05336 4.48463
F 6.03952 -0.47625 6.16525
F 7.13446 -2.07715 5.21329
S 8.57451 -0.30037 6.75303
O 9.87716 -0.27576 6.03929
O 8.14448 1.00973 7.17069
O 8.53454 -1.31139 7.83989
C -3.87000 -5.72278 4.44069
F -4.86750 -4.94479 4.88437
F -3.09989 -5.94916 5.43021
F -4.29124 -6.92889 4.00890
S -3.05670 -4.74841 2.92819
O -2.73038 -3.42703 3.40899
O -1.84012 -5.54086 2.57808
O -4.05921 -4.82488 1.83060
C 6.29586 4.51295 -2.54634
F 5.70724 3.29361 -2.65277
F 7.45431 4.33960 -1.83699
F 6.45097 5.04413 -3.76158
S 5.04486 5.57259 -1.50231
O 5.55987 6.95002 -1.57536
O 3.74494 5.48250 -2.20803
O 4.92778 4.99406 -0.19235
C 6.49205 -6.76355 -0.67373
F 7.26429 -5.74366 -0.32558
F 5.28416 -6.26292 -0.99456
F 7.05665 -7.27099 -1.76995
S 6.30638 -8.10156 0.76765
O 5.73411 -7.32000 1.86250
O 5.36236 -9.06129 0.20550
O 7.67291 -8.52416 1.07082
C 10.11457 -0.36078 0.06809
F 10.96631 0.42474 -0.58869
F 9.43577 0.37012 1.00150
F 9.25200 -0.79015 -0.85093
S 11.02224 -1.83332 0.90430
O 11.91632 -1.28983 1.98568
O 9.92224 -2.60823 1.48397
O 11.67667 -2.53000 -0.23641
*
```

Results of the Mulliken charge analysis, in e, for atoms 1 through 6: atom 1 (C): -1.119, atom 2 (N): -0.038, atom 3 (C): -1.076, atom 4 (C): -0.875, atom 5 (C): -0.621, atom 6 (C): -0.561

***

# 2
The following is a quantum chemistry calculation of a structure of composition CH4FNNiO5V at a distorted geometry, from OMol25.

Values from the calculation:
- orbital gap (spin up / spin down) (eV) = 7.63 / 4.82
- ⟨S²⟩ = 6.086
- highest occupied orbital energy (spin up / spin down) (eV) = -22.92 / -20.94

Geometry as ORCA input:
```
! RIJCOSX wB97M-V def2-TZVPD def2/J DEFGRID3
* xyz 3 5
Ni 0.47417 0.71640 -2.29527
O 1.40648 -2.25007 1.61681
V 2.27695 -1.35270 0.68948
N 0.99249 -2.53911 -2.33587
O 0.74055 -1.40253 -2.72010
O 1.61827 -2.65357 -1.30243
O 0.51783 -3.49997 -2.93632
F 0.87300 0.10352 -0.21493
C -1.61599 1.80855 1.44739
O -1.67837 3.06131 2.19012
H -2.32117 1.05577 1.79973
H -1.86167 1.99103 0.40124
H -0.58850 1.44547 1.42432
H -0.83405 3.51586 2.23588
*
```

Results of the natural (NBO) charge analysis, in e, for atoms 1 through 6: atom 1 (Ni): 1.321, atom 2 (O): -0.203, atom 3 (V): 1.932, atom 4 (N): 0.734, atom 5 (O): -0.402, atom 6 (O): -0.475

***

# 3
The following is a quantum chemistry calculation of a cluster of 2 separate species, C2H7N2O in total at a distorted geometry, from OMol25.

Values from the calculation:
- orbital gap (spin up / spin down) (eV) = 8.25 / 9.03
- highest occupied orbital energy (spin up / spin down) (eV) = -12.53 / -13.07
- energy relative to the best compared isomer or geometry (same formula, charge and spin) (kJ/mol) = 412.2

Geometry as ORCA input:
```
! RIJCOSX wB97M-V def2-TZVPD def2/J DEFGRID3
* xyz 1 1
C 0.90886 -1.41316 -0.24256
C -0.51118 0.78872 -0.28647
N 0.59179 -2.39201 -0.99237
N 0.08172 0.96495 1.09624
O 1.61885 -0.94305 0.55512
H -1.46543 0.21374 -0.38299
H 0.03606 1.51827 -0.90028
H -0.25648 -2.32735 -1.48239
H 1.06951 -3.21430 -0.71201
H 0.56632 1.97940 1.08468
H 0.99520 0.29291 1.15405
H -0.44269 0.81695 1.87513
*
```

Results of the natural (NBO) charge analysis, in e, for atoms 1 through 6: atom 1 (C): 0.774, atom 2 (C): -0.409, atom 3 (N): -0.773, atom 4 (N): -0.736, atom 5 (O): -0.522, atom 6 (H): 0.246